A 7-piece molecular cluster, C49H91BrFN6O16S7 overall at a distorted geometry, computed with ωB97M-V with the def2-TZVPD basis set.

Each line ends with the Mulliken charge.
Element x y z (Å)
C: 3.3087 3.1568 5.3550  -0.87
C: 2.0937 2.6360 5.4882  -0.72
C: 0.7798 1.6506 5.5380  1.50
O: -0.1369 2.4960 6.3449  -0.38
C: 0.2158 3.8754 6.2383  0.40
N: 0.1444 5.0737 5.9527  -0.51
C: 0.3135 1.5213 3.9938  -1.00
C: -1.2527 1.4748 3.6997  0.46
C: -1.8365 3.0194 3.7561  -1.12
F: -2.0829 0.7408 4.6332  -0.39
N: 1.2185 0.6115 3.1499  1.26
N: 0.8792 0.7766 1.8414  -0.07
C: 1.5484 1.8804 1.0987  0.11
C: 0.5648 3.0219 0.4525  -0.95
O: 2.7884 2.0836 0.9615  -0.45
C: 0.1995 -0.0762 0.9552  0.48
C: -1.1103 -1.0509 1.0813  -0.84
O: 0.5647 -0.0367 -0.2960  -0.57
C: 1.4958 -0.7483 3.7125  -1.45
N: 0.3014 -1.6603 3.8076  -0.10
C: 2.5221 -1.6092 2.7536  -1.43
C: 3.7751 -0.8333 2.1187  0.15
C: 5.2077 -1.5889 2.4441  -0.79
Br: 3.6964 -0.9964 0.0915  -0.13
C: 2.0250 -0.7635 5.3018  -1.59
N: 3.4455 -0.3196 5.2311  0.32
C: 4.4727 -1.3085 5.6700  0.08
C: 5.9739 -0.6308 5.6833  -1.25
O: 1.9741 -2.1507 5.5778  0.26
C: 1.7976 -2.7342 6.8325  0.20
C: 2.0031 -4.3592 6.6403  -0.59
C: 1.9134 -5.0994 8.0704  -0.96
C: 1.0860 0.2061 6.2620  0.72
N: -0.2159 -0.3829 6.6095  0.05
C: 1.7973 0.4371 7.7474  -0.47
S: 0.6248 0.3196 9.1852  -0.16
C: 0.3832 -1.4235 9.7713  -0.07
C: -1.1420 -1.8579 9.3886  -0.86
H: 4.3341 3.5471 5.0185  0.42
H: 0.5941 2.5839 3.5755  0.75
H: -1.5793 1.1441 2.6511  -0.06
H: -1.1785 3.7519 3.1646  0.26
H: -2.8561 2.9743 3.1877  0.41
H: -2.0913 3.3511 4.8250  0.33
H: 2.1565 1.1096 3.2549  1.05
H: 0.7170 3.9727 1.0842  0.35
H: -0.5522 2.7165 0.6070  0.17
H: 0.8086 3.2247 -0.6556  0.33
H: -1.8488 -0.7138 0.2489  0.07
H: -0.8132 -2.1577 0.8646  0.27
H: -1.6663 -0.9427 2.0796  0.32
H: -0.5833 -1.1610 3.9493  0.35
H: 0.2769 -2.3816 3.0822  0.34
H: 1.9487 -2.0413 1.8279  0.73
H: 2.9417 -2.5456 3.2791  0.52
H: 3.9444 0.2497 2.4455  0.23
H: 5.0743 -2.5566 3.0459  0.18
H: 5.9183 -0.8167 2.9376  0.07
H: 5.7601 -1.9066 1.4668  0.37
H: 3.6667 0.5151 5.7908  0.41
H: 4.5026 -2.3008 5.1022  0.06
H: 4.2736 -1.5207 6.8034  0.27
H: 6.6850 -1.1707 4.9325  0.29
H: 6.4582 -0.8254 6.7282  0.34
H: 5.9438 0.5085 5.5405  0.26
H: 0.7524 -2.6686 7.3494  -0.38
H: 2.5545 -2.4823 7.6885  0.17
H: 3.0334 -4.5662 6.1335  0.26
H: 1.2107 -4.7502 5.8795  0.31
H: 1.6667 -6.2269 7.8947  0.35
H: 1.0866 -4.6810 8.7688  0.20
H: 2.9566 -5.0861 8.5935  0.28
H: -0.9940 0.2272 6.8274  0.42
H: -0.4415 -1.2950 6.2180  0.31
H: 2.6316 -0.3576 7.9429  0.15
H: 2.3208 1.4494 7.8581  0.38
H: 1.1835 -2.1778 9.4449  0.05
H: 0.4139 -1.4039 10.9384  0.45
H: -1.2115 -2.7234 8.6361  0.17
H: -1.6929 -0.9105 8.9873  0.20
H: -1.7250 -2.1863 10.3353  0.36
C: 5.5964 -3.8407 -3.7955  -0.50
C: 5.3467 -5.3446 -3.6827  -0.04
C: 6.1296 -5.8522 -2.4701  -0.90
S: 6.2539 -4.4707 -1.3426  1.20
O: 7.6446 -4.0879 -1.2330  -0.70
O: 5.4295 -4.7281 -0.1799  -0.67
C: 5.4216 -3.2888 -2.3869  -0.61
H: 4.9107 -3.3680 -4.5002  0.52
H: 6.6195 -3.6605 -4.1454  0.17
H: 4.2761 -5.5208 -3.5333  -0.23
H: 5.6435 -5.8741 -4.5921  0.49
H: 5.6154 -6.6775 -1.9747  0.47
H: 7.1414 -6.1566 -2.7463  0.34
H: 5.8627 -2.3001 -2.2556  0.47
H: 4.3678 -3.2728 -2.0976  0.18
C: -0.5385 -4.0704 -4.6724  -0.33
C: -0.5635 -5.3285 -5.5421  -0.73
C: 0.7253 -6.1035 -5.2649  -0.73
S: 1.2059 -5.6934 -3.5922  1.11
O: 2.4520 -4.9599 -3.6362  -0.62
O: 1.0214 -6.8518 -2.7465  -0.77
C: -0.1168 -4.5367 -3.2848  -0.62
H: -1.5099 -3.5732 -4.6501  0.25
H: 0.1960 -3.3614 -5.0699  0.28
H: -1.4288 -5.9426 -5.2702  0.30
H: -0.6557 -5.0841 -6.6032  0.36
H: 0.5722 -7.1810 -5.3430  0.39
H: 1.5303 -5.7925 -5.9342  0.35
H: 0.2379 -3.7259 -2.6480  0.27
H: -0.9262 -5.0783 -2.7890  0.33
C: -3.2475 1.7862 -4.1164  -0.18
C: -1.9670 1.6520 -3.2917  -0.93
C: -2.1572 0.4719 -2.3384  -0.12
S: -3.3063 -0.6398 -3.1410  1.12
O: -4.5237 -0.6846 -2.3625  -0.64
O: -2.6048 -1.8384 -3.5476  -0.59
C: -3.5912 0.3765 -4.5784  -0.90
H: -3.1158 2.4645 -4.9623  0.48
H: -4.0520 2.1817 -3.4874  -0.05
H: -1.1219 1.4534 -3.9599  0.34
H: -1.7418 2.5700 -2.7428  0.38
H: -1.2172 -0.0509 -2.1526  0.11
H: -2.5999 0.7899 -1.3918  0.15
H: -4.6249 0.2726 -4.9089  0.42
H: -2.9092 0.0426 -5.3643  0.37
C: -8.7612 2.3888 -2.4625  -0.79
C: -9.0322 3.4515 -3.5288  -0.59
C: -8.1804 4.6736 -3.1855  -0.48
S: -6.7531 4.0563 -2.3025  1.25
O: -6.8024 4.5494 -0.9436  -0.70
O: -5.5768 4.2016 -3.1350  -0.67
C: -7.2482 2.3426 -2.3004  -0.47
H: -9.1638 1.4146 -2.7491  0.36
H: -9.2307 2.6849 -1.5182  0.33
H: -8.7417 3.0641 -4.5113  0.28
H: -10.0920 3.7119 -3.5798  0.31
H: -7.8523 5.1983 -4.0817  0.30
H: -8.7149 5.3610 -2.5260  0.29
H: -6.9295 1.8634 -1.3743  0.48
H: -6.7751 1.8570 -3.1577  0.13
C: 6.2522 0.0065 -7.8395  -0.53
C: 7.5379 -0.1087 -7.0190  -0.72
C: 7.3797 -1.3087 -6.0840  -0.54
S: 6.2573 -2.4355 -6.9025  1.24
O: 5.0425 -2.5229 -6.1225  -0.68
O: 6.9870 -3.6081 -7.3294  -0.73
C: 5.9431 -1.4039 -8.3232  -0.76
H: 6.3650 0.7013 -8.6749  0.35
H: 5.4391 0.3713 -7.2027  0.27
H: 8.3859 -0.2753 -7.6920  0.30
H: 7.7414 0.8055 -6.4559  0.33
H: 8.3326 -1.8106 -5.9086  0.44
H: 6.9317 -1.0175 -5.1315  0.27
H: 4.9117 -1.5285 -8.6534  0.40
H: 6.6316 -1.7080 -9.1154  0.35
C: -9.9914 9.5818 -5.9144  -0.59
C: -8.7083 9.4492 -5.0925  -0.73
C: -8.8941 8.2679 -4.1391  -0.49
S: -10.0434 7.1552 -4.9402  1.21
O: -11.2579 7.1079 -4.1589  -0.68
O: -9.3406 5.9578 -5.3506  -0.69
C: -10.3338 8.1718 -6.3763  -0.76
H: -9.8627 10.2608 -6.7604  0.35
H: -10.7953 9.9753 -5.2833  0.29
H: -7.8648 9.2525 -5.7630  0.31
H: -8.4832 10.3670 -4.5436  0.35
H: -7.9530 7.7466 -3.9561  0.28
H: -9.3347 8.5841 -3.1913  0.40
H: -11.3680 8.0664 -6.7044  0.41
H: -9.6530 7.8395 -7.1639  0.34

net charge	+1
molecular weight	1343.66	g/mol
highest occupied orbital energy	-0.39212	hartree
DFT total energy	-8914.38276	a.u.
gap between HOMO and LUMO	7.471	eV
LUMO	-3.20	eV